{"formula": "C5H6N2O", "method": "the ωB97M-V functional and the def2-TZVPD basis", "symbols": ["C", "C", "C", "C", "C", "H", "H", "H", "H", "H", "H", "N", "N", "O"], "xyz": [[1.206, 1.249, 1.724], [0.991, -0.274, -0.474], [-0.256, -0.320, -1.206], [-1.479, -1.282, -1.638], [-1.228, 0.103, -0.356], [0.978, 0.580, 2.675], [2.184, 1.366, 1.448], [1.021, 2.311, 2.160], [1.986, -0.289, -0.760], [-2.040, -1.526, -2.864], [-0.776, -2.461, -1.269], [0.595, 0.605, 0.577], [-0.763, 0.724, 0.732], [-2.418, -0.787, -0.751]], "forces_ev_per_angstrom": [[-0.73, -0.57, 3.21], [-4.26, 3.46, 0.39], [-0.58, -2.68, -1.01], [2.86, -5.73, -3.82], [-1.00, 0.53, 2.10], [1.03, 1.16, -2.02], [3.10, -0.42, 0.05], [-1.08, -1.52, -1.89], [1.67, -0.39, -0.40], [2.17, 1.08, 3.86], [-2.99, 2.98, -1.03], [-2.68, 0.15, 0.27], [-0.56, -1.09, -0.78], [3.04, 3.05, 1.06]], "homo_lumo_gap_ev": 9.58, "fmax_ha_per_bohr": 0.1450, "relative_energy_ev": 7.327}